47
Properties=species:S:1:pos:R:3:forces:R:3:mulliken_charge:R:1 method="wB97M-V/def2-TZVPD" relative_energy_kcal_mol=87.8 charge=+1 fmax_ev_per_a=1.69 spin_multiplicity=1
Hg -0.1910 0.4912 1.2142 -0.11 -0.70 0.28 1.498
P 2.0613 -0.4773 0.6582 0.49 -0.74 -1.22 0.679
C 2.2639 -1.0075 -1.0191 -0.01 1.63 -0.45 -1.161
C 1.0783 -1.3273 -1.7370 -0.74 -0.13 0.04 0.611
N -0.1388 -0.8918 -1.2527 0.45 -0.07 0.73 0.031
C -1.2958 -1.3356 -1.7425 0.02 -0.97 -0.99 0.380
C -1.3248 -2.2535 -2.8074 -0.79 0.48 0.91 -0.842
C -0.1138 -2.6437 -3.3907 0.55 0.41 0.18 -0.453
C 1.0806 -2.1485 -2.9001 -0.17 0.36 -0.09 -1.107
C -2.5913 -0.8195 -1.0846 0.55 -0.52 0.09 -1.077
P -2.2732 0.7335 -0.1679 0.16 0.18 -0.37 0.398
H 2.0458 -2.3231 -3.3703 -0.27 -0.39 0.06 0.442
H -2.2892 -2.6572 -3.1241 0.40 0.14 -0.09 0.464
H -0.1073 -3.3299 -4.2295 -0.03 0.08 0.02 0.418
H -3.3841 -0.6514 -1.8350 0.31 0.06 0.28 0.555
H -2.9816 -1.5653 -0.3680 0.21 0.20 -0.24 0.478
H 2.0744 1.2557 -2.0926 -0.18 -1.36 0.36 0.320
H 3.2328 -0.9978 -1.5559 -0.58 -0.06 0.63 0.370
H 0.8191 3.2061 -1.0353 0.26 -0.50 -0.43 0.506
O 1.8887 2.1669 -2.2945 0.54 1.50 0.18 -0.703
H 2.7913 2.5301 -2.3888 -0.63 0.02 -0.16 0.307
H 0.2435 2.2497 0.3015 0.17 1.17 -0.76 -0.154
O 0.3001 3.3433 -0.2064 0.26 -0.94 0.80 -0.429
H 0.8100 3.9761 0.3435 -0.27 -0.35 -0.02 0.435
C -2.1401 1.9146 -1.5337 -0.35 0.37 -0.29 -1.341
H -3.0131 1.7417 -2.1791 0.19 0.16 0.06 0.481
H -2.1801 2.9525 -1.1738 0.09 -0.32 -0.11 0.366
H -1.2381 1.7472 -2.1394 -0.19 -0.02 0.32 0.294
C -3.7991 1.1221 0.7140 -0.33 0.22 0.17 -1.208
H -3.5982 1.9187 1.4434 -0.11 -0.21 -0.20 0.340
H -4.5835 1.4614 0.0198 0.22 -0.18 0.20 0.435
H -4.1476 0.2382 1.2668 0.14 0.26 -0.15 0.379
C 2.1276 -2.1612 1.3795 -0.33 0.03 0.90 -1.195
H 3.0946 -2.5712 1.0383 -0.43 0.21 0.21 0.457
H 2.0438 -2.1950 2.4757 0.01 -0.01 -0.32 0.364
H 1.3193 -2.7582 0.9288 0.28 0.26 0.15 0.320
C 3.4999 0.4230 1.2883 0.21 0.04 0.00 -1.133
H 3.3906 0.6387 2.3648 0.02 -0.20 -0.45 0.334
H 4.3832 -0.2134 1.1193 -0.16 0.37 0.10 0.399
H 3.5975 1.3755 0.7427 0.06 -0.39 0.19 0.294
F -0.7686 -1.7577 3.1765 -0.12 0.16 0.40 -0.287
C -0.8598 -0.3888 3.2132 0.37 0.22 -0.89 0.054
F -2.1657 -0.0661 3.4864 0.21 -0.13 0.23 -0.277
C 0.0261 0.1312 4.3572 0.26 -0.15 0.74 0.656
F -0.3296 -0.2842 5.5970 0.25 0.38 -1.11 -0.252
F 1.3144 -0.2888 4.1415 -0.92 0.44 0.15 -0.207
F 0.0278 1.4966 4.3576 0.03 -0.99 -0.04 -0.236

40
Properties=species:S:1:pos:R:3:forces:R:3:mulliken_charge:R:1 method="wB97M-V/def2-TZVPD" relative_energy_kcal_mol=40.2 charge=0 fmax_ev_per_a=3.37 spin_multiplicity=1
C -1.6968 0.4668 -3.2200 0.10 -0.34 0.06 -0.695
C -1.6161 1.5603 -2.3616 0.35 -0.14 0.77 -0.760
C -0.6606 1.5768 -1.3101 -0.81 0.43 -1.11 -0.420
C 0.2082 0.5058 -1.1584 2.13 0.21 0.82 0.865
C 0.0846 -0.6104 -1.9627 -0.91 0.17 -1.14 0.600
C -0.8479 -0.6272 -3.0308 0.32 -0.44 0.42 -0.675
C -0.5515 2.8134 -0.4550 0.14 0.51 0.03 -0.913
C -0.9550 2.7364 1.0538 -0.58 0.81 -0.21 -0.872
N -0.8728 1.5331 1.8011 1.59 -0.83 0.26 0.565
Sr 3.1104 0.8878 -0.3756 -1.79 1.29 0.55 1.655
C 1.0483 -1.7685 -1.7499 0.08 -0.48 -0.14 -1.094
P 1.4039 -2.0179 0.0265 -0.02 1.56 0.90 1.591
H -2.2878 2.4111 -2.4926 0.12 -0.20 -0.01 0.345
H -0.8756 -1.4995 -3.7028 -0.17 0.43 0.25 0.340
H -2.4427 0.4472 -4.0150 0.24 0.04 0.11 0.356
H 1.9995 -1.5994 -2.2896 -0.27 -0.16 0.24 0.239
H 0.6430 -2.7327 -2.0957 -0.02 0.24 -0.10 0.333
H 0.4511 3.2756 -0.5170 -0.11 -0.65 0.07 0.316
H -1.2008 3.5979 -0.8735 0.02 -0.23 0.01 0.321
H -0.3074 3.4622 1.5568 -0.30 0.00 -0.03 0.309
C 2.4999 -3.4487 0.4089 -0.58 -0.46 -0.40 -1.181
C -0.2047 -2.6433 0.6394 -0.18 -0.91 -0.44 -1.533
H -1.9913 3.1198 1.0976 0.04 0.12 0.12 0.253
C -1.8320 0.4904 1.6395 -0.46 -0.04 0.01 -0.902
C -0.1924 1.5903 3.0831 -0.18 0.08 -0.32 -1.091
H 2.6583 -1.3257 -0.0291 3.03 0.57 -1.35 -0.638
H -2.7957 0.6981 2.1525 0.07 0.01 -0.10 0.301
H -2.0420 0.3090 0.5774 0.04 0.08 0.23 0.250
H -1.4431 -0.4432 2.0682 -0.04 0.18 -0.11 0.120
H -0.8476 1.9324 3.9116 0.18 -0.02 -0.12 0.310
H 0.1920 0.5990 3.3503 -0.13 0.00 0.00 0.282
H 0.6796 2.2529 3.0057 -0.27 -0.08 0.05 0.334
H -0.3345 -3.6613 0.2540 -0.30 0.01 0.18 0.508
H -0.1839 -2.6738 1.7339 -0.09 0.07 -0.18 0.344
H -1.0217 -2.0175 0.2651 0.21 -0.01 0.21 0.307
H 1.9537 -4.3280 0.0416 0.40 -0.14 0.26 0.362
H 3.4761 -3.3346 -0.0968 -0.65 -0.08 0.27 0.379
H 2.6398 -3.5329 1.4907 -0.03 -0.01 -0.13 0.352
H 1.3393 -0.7747 0.7529 -1.59 -0.59 0.64 -0.292
F 2.8161 2.7728 0.8258 0.44 -1.00 -0.56 -0.874

40
Properties=species:S:1:pos:R:3:forces:R:3:mulliken_charge:R:1 method="wB97M-V/def2-TZVPD" relative_energy_kcal_mol=0.0 charge=+2 fmax_ev_per_a=5.19 spin_multiplicity=4
C -2.5045 0.0597 -2.3260 0.23 0.04 0.14 -0.810
C -2.0690 -1.0300 -1.5609 0.10 -0.05 0.51 -0.413
C -1.4438 -0.8508 -0.3079 -0.49 0.59 -0.48 0.678
C -1.1839 0.4672 0.0992 0.82 0.40 0.17 -0.457
C -1.3872 1.5390 -0.7831 -0.77 -0.07 0.00 1.526
C -2.1600 1.3531 -1.9358 0.27 -0.08 -0.12 -0.787
C -1.1767 -1.9927 0.6217 0.39 -0.20 0.05 -0.721
C -0.2827 -3.1052 0.0123 -0.63 -0.80 0.29 -0.901
N 1.0518 -2.7286 -0.3545 0.50 -0.64 -0.27 0.326
Tc -1.0051 1.1399 2.0731 -2.62 -2.93 2.25 -0.333
C -0.8888 2.8891 -0.3724 0.45 0.78 0.80 -1.239
P 0.3240 2.5828 1.0685 1.63 2.30 -4.36 0.714
H -2.2517 -2.0463 -1.9220 -0.16 0.31 0.15 0.458
H -2.4521 2.2221 -2.5330 0.13 -0.37 0.13 0.502
H -3.0968 -0.1010 -3.2315 0.30 0.02 0.33 0.423
H -1.7294 3.5060 -0.0050 0.45 -0.01 -0.15 0.403
H -0.3593 3.4547 -1.1529 -0.26 -0.22 0.03 0.566
H -0.7119 -1.6589 1.5638 -0.30 -0.06 -0.31 0.323
H -2.1246 -2.4888 0.8576 0.21 -0.02 0.16 0.443
H -0.2044 -3.8964 0.7775 -0.05 0.20 -0.46 0.553
C 1.0665 4.1731 1.4943 -0.03 0.22 0.74 -1.080
C 1.6704 1.6973 0.2060 0.23 -0.03 0.02 -0.918
H -0.7882 -3.4889 -0.8927 0.31 0.05 0.35 0.382
C 1.3411 -2.2885 -1.6845 -0.36 0.63 -0.82 -0.766
C 2.1877 -3.1175 0.4338 0.42 0.00 0.96 -0.805
H 0.3357 1.2106 3.1849 -0.05 0.51 0.28 0.232
H 1.9262 -3.0450 -2.2429 -0.19 0.15 0.38 0.368
H 0.3953 -2.1034 -2.2084 0.42 0.06 0.06 0.302
H 1.9500 -1.3674 -1.6539 -0.17 -0.32 0.01 0.329
H 2.7985 -3.8826 -0.0823 -0.38 0.25 -0.03 0.366
H 2.8492 -2.2459 0.5801 -0.20 -0.24 -0.07 0.327
H 1.8757 -3.5216 1.4075 0.08 0.23 -0.37 0.363
H 2.1654 2.3584 -0.5134 -0.06 -0.05 0.13 0.435
H 2.4091 1.3733 0.9493 -0.06 0.01 -0.19 0.435
H 1.2489 0.8270 -0.3135 0.21 0.29 0.19 0.076
H 1.0778 4.8813 0.6547 -0.19 -0.38 0.08 0.383
H 0.5051 4.6094 2.3287 0.26 0.13 -0.16 0.406
H 2.1095 4.0102 1.7992 -0.31 0.02 0.08 0.405
H 0.5112 0.5493 2.7165 -0.02 -0.77 -0.52 0.118
F -1.9791 0.0560 3.2477 -0.09 0.02 0.02 -0.612

49
Properties=species:S:1:pos:R:3:forces:R:3:mulliken_charge:R:1 method="wB97M-V/def2-TZVPD" relative_energy_kcal_mol=68.0 charge=-2 fmax_ev_per_a=3.89 spin_multiplicity=1
Sr -0.5395 -0.8309 0.8995 -1.97 -2.12 -2.59 1.297
N -0.1749 -1.6076 3.1512 0.30 0.53 0.32 -0.705
C -0.8542 -0.3538 3.5753 -0.28 0.36 0.27 -1.220
C -0.3622 1.0170 3.0518 0.15 0.28 0.39 0.012
N -0.5495 1.4753 1.6354 1.03 0.36 0.85 -0.489
C -0.2121 2.9187 1.6015 -0.43 0.11 -0.35 -0.977
C -1.0041 3.6142 0.5080 0.01 0.03 0.02 -0.534
N -0.6281 3.1457 -0.8281 0.01 -0.01 -0.01 -0.613
H 0.1550 -2.0726 3.9852 -0.11 -0.17 -0.02 0.378
H 0.7251 -1.3012 2.7517 0.44 -0.30 0.63 0.061
H -0.6865 -0.1922 4.6412 -0.19 -0.24 0.07 0.470
H -1.9339 -0.4477 3.4062 -0.01 -0.05 0.02 0.386
H 0.6927 1.1159 3.3201 -0.06 0.12 0.11 0.228
H -0.9359 1.7255 3.6533 0.01 -0.02 0.03 0.432
H 0.3094 1.0856 1.2078 0.30 0.82 0.13 0.131
H 0.8644 3.0535 1.4545 0.00 -0.03 0.03 0.354
H -0.4675 3.3719 2.5607 -0.01 0.02 -0.02 0.446
H -0.8053 4.6905 0.5720 -0.03 0.00 0.01 0.346
H -2.0686 3.4567 0.7185 0.00 -0.03 -0.02 0.293
H -1.4394 3.1384 -1.4337 0.01 0.02 -0.01 0.265
H -0.3383 2.1747 -0.7880 -0.01 0.00 0.01 0.169
C -2.8629 -3.4590 -3.0467 0.00 0.02 0.02 -1.468
C -2.5719 -2.5046 -1.8997 -0.01 -0.02 -0.05 0.154
S -0.8617 -2.5233 -1.4444 0.08 0.04 0.17 -0.522
C -3.5480 -1.7827 -1.3122 -0.03 -0.02 0.05 0.549
C -5.0007 -1.9073 -1.7223 0.02 0.00 -0.01 -1.245
S -3.3474 -0.6496 0.0352 0.13 0.05 0.07 -0.566
H -1.9603 -3.5839 -3.6439 0.00 0.00 -0.01 0.342
H -3.6601 -3.1111 -3.7072 0.00 0.00 0.00 0.349
H -3.1446 -4.4527 -2.6769 0.00 0.00 0.00 0.239
H -5.1519 -2.4361 -2.6642 0.00 -0.01 0.01 0.310
H -5.4505 -0.9146 -1.8029 0.00 0.00 -0.01 0.252
H -5.5628 -2.4395 -0.9464 0.00 0.01 0.01 0.203
I 4.6858 2.8069 -3.8040 -0.01 -0.01 0.01 0.026
C 3.8449 1.0287 -3.0869 0.00 0.02 -0.02 0.051
C 4.5635 0.2019 -2.2411 0.01 0.00 -0.01 -0.232
C 3.9508 -0.9595 -1.8121 -0.01 -0.07 0.12 -0.394
C 2.6588 -1.2438 -2.2376 0.03 0.13 -0.03 -0.242
N 1.9730 -0.4400 -3.0457 0.07 -0.02 -0.06 -0.389
C 2.5573 0.6801 -3.4593 -0.01 -0.01 0.01 -0.283
H 5.5559 0.4682 -1.9042 0.00 0.00 0.00 0.382
H 4.4431 -1.6140 -1.1064 0.00 0.01 0.01 0.350
H 2.1501 -2.1356 -1.8888 -0.11 0.03 -0.07 0.362
H 1.9723 1.3267 -4.1040 0.01 0.00 -0.01 0.325
O 4.4825 -0.2296 2.7897 0.16 -0.04 -0.10 -0.691
S 3.0798 0.1275 2.9156 0.43 0.15 0.75 1.025
O 2.8554 1.5568 3.1309 -0.06 0.23 -0.03 -0.682
O 2.3858 -0.6761 3.9372 -0.08 -0.06 -0.08 -0.648
S 2.2175 -0.3114 1.1040 0.22 -0.08 -0.59 -0.289

45
Properties=species:S:1:pos:R:3:forces:R:3:mulliken_charge:R:1 method="wB97M-V/def2-TZVPD" charge=+2 e_tot_ha=-2200.09348 fmax_ev_per_a=0.11 spin_multiplicity=2
Mn 0.3866 -0.5144 0.3563 0.01 0.07 -0.07 0.359
C -0.4425 -3.2421 -2.0676 0.00 -0.01 0.00 -1.475
C -1.2293 -2.4736 -1.0231 0.03 0.06 -0.03 1.780
C -2.7291 -2.5503 -1.2073 -0.01 -0.02 0.01 -1.759
O -0.7997 -1.0527 -1.0824 -0.03 -0.05 0.05 -0.304
C -0.8263 -2.9400 0.3701 -0.07 -0.05 0.01 0.204
O -1.1030 -3.9879 0.8388 0.03 0.00 0.00 -0.463
O -0.0585 -2.0325 1.0868 0.03 0.00 0.01 -0.419
H -0.7216 -2.9071 -3.0653 0.00 0.00 0.00 0.423
H -0.6707 -4.3030 -1.9730 0.00 0.00 0.00 0.415
H 0.6309 -3.1033 -1.9333 0.00 0.00 0.00 0.212
H -3.0028 -2.2223 -2.2110 0.00 0.00 0.00 0.492
H -3.2595 -1.9543 -0.4628 0.00 0.00 0.00 0.462
H -3.0434 -3.5865 -1.0919 0.00 0.00 0.00 0.412
H -1.5168 -0.4753 -1.3806 0.00 0.02 -0.02 0.309
C -1.0817 3.3743 2.2928 0.00 0.00 0.00 -0.821
N -0.1671 2.2857 2.7000 0.02 -0.02 0.01 0.149
C 0.4546 2.2510 3.9274 0.00 0.00 0.01 -0.115
C 1.2317 1.2162 4.3082 0.00 0.00 0.01 -1.107
C 1.4150 0.1271 3.4019 -0.01 0.02 -0.01 0.891
N 0.8888 0.2502 2.1692 0.01 -0.03 0.06 0.313
C 0.0736 1.2671 1.8772 -0.03 0.02 -0.01 0.691
O -0.4717 1.1269 0.7141 0.01 0.01 -0.01 -0.624
N 2.0733 -0.9688 3.7162 -0.01 0.00 -0.01 -0.241
H -1.1362 4.0900 3.1066 0.00 0.00 0.00 0.309
H -2.0680 2.9622 2.0966 0.00 0.00 0.00 0.340
H -0.6939 3.8572 1.3998 0.00 0.00 0.00 0.337
H 0.2617 3.0974 4.5716 0.00 0.00 0.00 0.412
H 1.6829 1.2034 5.2891 0.00 0.00 0.00 0.453
H 2.4612 -1.0935 4.6389 0.00 0.00 0.00 0.269
H 2.0663 -1.7653 3.0959 0.01 0.00 0.00 0.218
C 3.5655 -1.9079 0.1336 -0.02 0.00 0.01 -1.207
C 3.2654 -0.5167 -0.3833 0.01 0.03 -0.01 1.457
C 3.7253 -0.3190 -1.8168 0.00 0.00 0.01 -1.650
C 3.7446 0.5900 0.5326 -0.01 0.00 -0.02 -1.492
O 1.7680 -0.4224 -0.5024 0.00 -0.07 -0.01 -0.506
H 4.6458 -2.0291 0.2118 0.00 0.00 0.00 0.478
H 3.1861 -2.6738 -0.5416 0.00 0.01 -0.01 0.333
H 3.1375 -2.0657 1.1249 0.01 0.00 0.00 0.067
H 4.8099 -0.4274 -1.8474 0.00 0.01 0.00 0.443
H 3.4675 0.6746 -2.1803 0.00 0.00 0.00 0.412
H 3.2879 -1.0679 -2.4750 0.00 0.00 0.00 0.401
H 4.8305 0.6524 0.4622 0.00 -0.01 0.01 0.494
H 3.4917 0.3934 1.5738 0.00 0.00 0.00 0.247
H 3.3389 1.5536 0.2233 0.00 0.00 0.00 0.400

42
Properties=species:S:1:pos:R:3:forces:R:3:mulliken_charge:R:1 method="wB97M-V/def2-TZVPD" relative_energy_kcal_mol=252.9 charge=0 fmax_ev_per_a=15.61 spin_multiplicity=1
C -1.7739 -1.8446 1.1388 -0.79 1.23 1.21 -0.829
C -2.4191 -2.2413 -0.2203 -6.59 -5.62 12.21 -0.868
C -3.9264 -1.9241 -0.1525 -3.49 -4.81 -0.98 -0.555
C -4.4550 -0.5972 0.0838 -2.53 0.12 -3.21 -0.556
C -4.1500 0.1734 -1.2172 1.26 4.88 9.61 -1.053
C -4.3309 1.7403 -0.6666 0.74 1.17 -4.39 -0.552
H -5.3708 1.9722 -0.2300 1.45 -0.40 -1.14 0.340
H -3.9995 2.4666 -1.6861 -1.65 -1.86 2.81 0.279
S -3.2761 2.3360 0.6026 0.93 -0.17 1.91 -0.227
C -1.6079 1.8398 0.1091 -2.87 3.66 6.02 0.372
N -1.4564 1.7389 -1.0943 1.33 -2.01 -5.75 -0.348
S 0.0938 1.2615 -1.3856 1.01 -0.61 0.57 0.105
C 0.4748 1.3457 0.2848 -5.42 4.49 1.28 0.262
N -0.6032 1.9875 1.0495 2.71 -4.37 -3.53 -0.666
N 1.6756 1.3850 0.8395 -5.04 3.95 9.26 0.018
C 2.6718 0.9455 0.3266 8.94 -4.87 -8.97 0.699
O 2.5996 0.5669 -0.9203 -0.05 0.91 3.20 -0.776
C 4.0073 0.8393 1.0383 1.15 3.22 -0.92 -0.896
H 4.5122 2.0245 1.0224 -1.73 -3.23 0.47 0.297
H 3.8081 0.5349 2.0685 0.50 -0.12 0.01 0.399
C 5.0891 0.0466 0.1860 0.20 0.04 9.56 0.970
C 5.4953 0.7942 -0.8644 5.24 3.36 -8.39 -1.369
H 4.7922 0.8724 -1.6779 -0.62 -0.57 -0.19 0.324
H 6.3518 0.1595 -1.2841 -0.88 0.83 -0.18 0.296
H 5.9877 1.8732 -1.0755 -1.06 -1.95 2.30 0.290
C 4.7318 -1.3512 0.0177 -6.11 1.44 -1.47 -1.810
H 3.8450 -1.5590 -0.6941 1.24 0.84 0.76 0.225
H 4.3368 -1.6694 0.9199 -0.65 -0.87 2.07 0.419
H 5.3773 -2.0178 -0.2590 4.59 -3.34 -1.62 0.671
H 6.0149 -0.0279 1.0465 -2.08 0.40 -2.14 0.187
H 1.7850 1.7369 1.8977 -0.98 -0.97 -3.10 0.374
H -3.1926 0.1348 -1.5384 2.84 -0.53 -1.13 0.503
H -4.8241 0.1928 -1.8770 -5.21 -0.93 -5.31 0.524
H -4.0443 -0.3175 0.9886 1.09 1.80 1.58 0.518
H -5.6210 -0.6038 0.2960 2.22 -0.16 -0.66 0.207
H -4.4317 -2.4225 0.7314 0.89 -0.93 -1.06 0.330
H -4.5179 -2.3670 -1.2222 1.79 0.91 3.00 0.202
H -2.1644 -1.6510 -0.7923 5.69 9.42 -11.07 0.576
H -2.4143 -3.2472 -0.4032 0.91 -2.36 -0.83 0.384
H -2.3669 -2.2213 2.0137 0.79 -0.78 -0.77 0.370
H -0.6967 -2.2058 1.1327 -1.24 0.98 0.55 0.257
H -2.0072 -0.6998 1.4668 1.49 -2.18 -1.53 0.108